Entry 1:
A cluster of 3 separate species, C3F3O3 in total, computed with ωB97M-V with the def2-TZVPD basis set.

Output
**E_HOMO**: -5.6581 eV
**Energy above the lowest of the compared OMol25 structures with the same formula, charge and spin**: 1.667 eV
**Net charge**: -1
**Largest force on an atom**: 0.054 Eh/bohr
**Total energy**: -639.60349 Ha
**Orbital gap**: 9.5 eV

Geometry as XYZ:
```
9
Properties=species:S:1:pos:R:3:forces:R:3
C 1.9704 0.8759 0.8631 -0.990 0.722 0.385
C -1.3925 -0.0567 0.4847 -0.017 1.245 1.738
C -1.1727 -0.9127 -0.6254 0.372 -0.960 -2.598
O 2.4335 1.8975 1.1693 1.123 1.630 0.201
O 1.9202 -0.2872 0.9095 -0.379 -1.835 -0.597
O -2.2924 -0.1098 -0.5297 0.499 -0.008 -0.113
F 0.3882 1.5260 0.0059 -0.254 -0.933 -0.078
F -1.4632 -2.2404 -0.5651 0.310 0.469 -0.026
F -0.3917 -0.6927 -1.7123 -0.665 -0.329 1.088
```
Positions in Å, forces in eV/Å.

---

Entry 2:
A structure of composition C3F4I2O, computed with ωB97M-V with the def2-TZVPD basis set.

Output
**E_HOMO (spin up / spin down)**: -8.8549 / -8.4547 eV
**Energy above the lowest of the compared OMol25 structures with the same formula, charge and spin**: 2.730 eV
**Largest force on an atom**: 0.053 Eh/bohr
**Total energy**: -1184.28097 Ha
**Orbital gap (spin up / spin down)**: 7.9 / 7.6 eV

Geometry as XYZ:
```
10
Properties=species:S:1:pos:R:3:forces:R:3
C 0.3590 0.6851 0.2299 -1.749 -0.409 0.182
C 1.7296 -0.0555 0.2654 -0.088 0.773 0.098
C -1.8836 -0.4117 -0.2958 1.908 1.834 -0.654
O 0.0638 1.7539 0.6092 1.136 -0.272 -0.083
F 2.0860 -0.3029 -0.9795 0.256 -0.014 -0.673
F 1.5766 -1.1964 0.8956 -0.191 -0.667 0.499
F 2.7078 0.6320 0.8686 -0.243 0.069 -0.095
F -2.1255 -1.3240 0.5893 -0.431 -0.706 1.007
I -1.7031 -1.2474 -2.2140 -0.195 0.176 -0.002
I -2.8106 1.4668 0.0314 -0.404 -0.785 -0.280
```
Positions in Å, forces in eV/Å.

---

Entry 3:
A structure of composition C3FFeO3, computed with ωB97M-V with the def2-TZVPD basis set.

Output
**E_HOMO (spin up / spin down)**: -12.1641 / -15.7064 eV
**Spin multiplicity**: 7
**<S²>**: 12.012
**Net charge**: +1
**Largest force on an atom**: 0.112 Eh/bohr
**Total energy**: -1703.09485 Ha
**Orbital gap (spin up / spin down)**: 8.1 / 6.7 eV

Geometry as XYZ:
```
8
Properties=species:S:1:pos:R:3:forces:R:3
C -2.1587 0.5516 0.0850 -5.083 -0.048 0.483
C -0.9697 0.5554 -0.0848 5.688 0.137 -1.038
O 0.3020 0.5412 -0.2918 -5.455 0.270 0.430
F -3.4437 0.5469 0.2069 2.668 0.013 -0.171
O 0.6437 -2.0950 0.0823 -0.066 2.884 -1.115
C 1.2531 -1.1020 -0.0853 1.954 -4.477 1.936
O 2.3305 -0.5502 0.0096 -0.791 0.742 -0.644
Fe 2.0428 1.5520 0.0780 1.085 0.479 0.120
```
Positions in Å, forces in eV/Å.

---

Q: What is the formula in the third record?
A: C3FFeO3

---

Q: Among the records above, which one has the lowest largest force on an atom?
A: C3F4I2O

---

Q: Look up the total energy of the first one.
A: -639.60349 Ha

---

Please write out number 3 again, unchanged.
A structure of composition C3FFeO3, computed with ωB97M-V with the def2-TZVPD basis set.

Output
**E_HOMO (spin up / spin down)**: -12.1641 / -15.7064 eV
**Spin multiplicity**: 7
**<S²>**: 12.012
**Net charge**: +1
**Largest force on an atom**: 0.112 Eh/bohr
**Total energy**: -1703.09485 Ha
**Orbital gap (spin up / spin down)**: 8.1 / 6.7 eV

Geometry as XYZ:
```
8
Properties=species:S:1:pos:R:3:forces:R:3
C -2.1587 0.5516 0.0850 -5.083 -0.048 0.483
C -0.9697 0.5554 -0.0848 5.688 0.137 -1.038
O 0.3020 0.5412 -0.2918 -5.455 0.270 0.430
F -3.4437 0.5469 0.2069 2.668 0.013 -0.171
O 0.6437 -2.0950 0.0823 -0.066 2.884 -1.115
C 1.2531 -1.1020 -0.0853 1.954 -4.477 1.936
O 2.3305 -0.5502 0.0096 -0.791 0.742 -0.644
Fe 2.0428 1.5520 0.0780 1.085 0.479 0.120
```
Positions in Å, forces in eV/Å.